1.
54
Properties=species:S:1:pos:R:3:forces:R:3 method="wB97M-V/def2-TZVPD" charge=+2 homo_lumo_gap_ev=6.231 spin_multiplicity=1
W -1.180 0.382 -0.871 -0.074 -0.329 -0.359
I -1.945 -2.380 -0.058 -0.019 0.074 -0.048
C -0.035 -2.975 -0.629 0.223 -0.047 -0.071
C 0.311 -4.272 -0.363 -0.145 -0.012 0.059
C 1.547 -4.771 -0.802 0.087 0.039 -0.057
C 2.383 -3.950 -1.500 -0.048 -0.033 0.033
C 2.038 -2.603 -1.762 0.020 -0.021 0.012
C 2.935 -1.799 -2.500 -0.019 0.071 -0.026
C 2.642 -0.493 -2.768 0.037 -0.066 0.012
C 1.454 0.058 -2.276 -0.066 0.038 0.022
C 0.505 -0.663 -1.551 0.017 -0.062 0.031
C 0.805 -2.056 -1.302 -0.054 0.011 0.034
H -0.367 -4.926 0.170 0.001 0.007 -0.004
H 1.813 -5.799 -0.599 -0.007 -0.001 0.007
H 3.331 -4.319 -1.870 0.002 0.002 -0.001
H 3.860 -2.241 -2.848 0.003 -0.001 0.002
H 3.331 0.126 -3.326 0.001 -0.001 0.000
H 1.309 1.114 -2.442 -0.007 -0.007 0.001
C 0.524 -1.524 2.699 -0.087 0.068 -0.136
C 0.261 -0.029 2.638 0.195 -0.170 0.487
C 1.528 0.744 2.929 -0.084 0.055 -0.108
O -0.176 0.289 1.241 0.396 0.013 -0.015
B -1.537 0.325 1.284 -0.380 0.167 0.043
O -2.119 0.273 2.477 0.009 0.004 -0.079
C -1.003 0.435 3.452 0.116 0.128 0.122
C -1.305 -0.410 4.669 -0.005 -0.057 -0.063
C -0.973 1.912 3.813 -0.027 -0.060 -0.080
H 1.252 -1.791 1.932 -0.008 -0.007 0.015
H -0.385 -2.107 2.551 0.013 -0.002 -0.002
H 0.940 -1.790 3.669 0.005 0.021 0.031
H 2.346 0.361 2.319 -0.010 -0.012 0.002
H 1.802 0.614 3.976 -0.011 -0.005 0.013
H 1.413 1.808 2.733 0.007 -0.004 0.010
H -1.488 -1.450 4.410 -0.002 0.001 0.005
H -2.187 -0.020 5.174 -0.001 0.008 -0.008
H -0.469 -0.364 5.369 0.005 0.002 0.000
H -0.764 2.535 2.941 -0.008 0.010 0.016
H -0.217 2.112 4.571 0.013 -0.008 0.007
H -1.943 2.198 4.216 -0.003 -0.002 -0.015
C -2.732 0.131 -2.228 -0.010 0.058 0.037
Ge -0.817 3.046 -2.613 0.094 -0.001 0.196
C -0.876 2.126 -4.294 -0.051 -0.022 -0.086
C -0.751 4.961 -2.580 -0.058 0.091 -0.013
C -0.653 2.202 -0.927 -0.003 0.140 -0.107
H -3.020 0.967 -2.863 0.003 0.004 -0.026
H -3.587 -0.078 -1.560 -0.012 0.021 -0.010
H -2.590 -0.755 -2.852 -0.004 -0.019 0.019
H -1.877 2.212 -4.723 -0.007 0.017 0.019
H -0.606 1.077 -4.206 -0.018 0.007 0.026
H -0.192 2.631 -4.979 0.013 0.011 0.024
H -1.498 5.373 -3.260 0.002 -0.019 -0.012
H 0.233 5.280 -2.935 0.007 -0.041 -0.013
H -0.909 5.343 -1.575 -0.006 -0.022 0.002
H -0.362 2.931 -0.172 -0.033 -0.038 0.051

---

2.
18
Properties=species:S:1:pos:R:3:forces:R:3 method="wB97M-V/def2-TZVPD" homo_lumo_gap_ev=10.479 spin_multiplicity=1 smiles="NCCCC=O.O"
N 2.656 1.466 -1.485 -0.419 -0.232 0.322
C 2.153 0.451 -0.542 0.181 -0.311 -0.905
C 0.766 0.757 -0.041 -0.939 0.584 1.149
C 0.133 -0.394 0.748 -0.194 -0.437 -0.523
C -1.114 0.000 1.491 0.431 0.399 -0.529
O -2.130 -0.648 1.485 -0.052 0.334 0.497
H 3.459 1.966 -1.140 0.107 -0.044 -0.043
H 2.875 1.007 -2.353 0.267 0.265 -0.149
H 2.843 0.281 0.290 -0.117 0.148 0.098
H 2.125 -0.499 -1.089 -0.070 -0.044 0.173
H 0.790 1.669 0.573 0.174 -0.091 0.067
H 0.016 0.993 -0.800 0.572 0.005 -0.540
H 0.813 -0.879 1.451 0.150 0.090 0.106
H -0.191 -1.138 0.014 0.168 -0.252 0.252
H -1.054 1.002 1.969 -0.208 -0.184 0.313
O -2.390 -1.480 -1.094 -0.236 0.195 -0.200
H -2.578 -1.026 -0.255 -0.002 -0.433 -0.211
H -3.209 -1.450 -1.605 0.188 0.008 0.126

---

3.
30
Properties=species:S:1:pos:R:3:forces:R:3 method="wB97M-V/def2-TZVPD" homo_lumo_gap_ev=9.589 spin_multiplicity=1 smiles=CN[C@@H](C)CN.O.O.O.O
C 1.044 -1.935 1.248 -1.283 -3.216 -1.577
N -0.153 -1.444 1.926 0.758 0.579 1.124
C -0.544 -0.014 1.786 0.633 0.152 -0.277
C 0.605 1.073 2.109 -0.051 -0.924 1.594
C -1.176 0.146 0.235 2.445 -3.487 3.290
N -1.632 -1.179 -0.340 -2.027 -2.493 1.443
H 1.794 -1.220 0.939 -0.019 -0.101 -0.027
H 1.502 -2.776 1.847 -0.111 1.356 -0.096
H 0.640 -2.626 0.411 1.248 1.594 0.305
H 0.182 -1.663 2.848 -1.105 0.703 1.062
H -1.345 0.224 2.491 0.001 -0.563 -0.027
H 1.584 0.788 1.807 0.907 -1.037 -0.717
H 0.917 1.376 3.225 -1.760 -0.595 -2.202
H 0.449 1.897 1.463 -0.553 1.439 -0.080
H -1.964 0.857 0.371 -0.351 0.002 -0.577
H -0.224 0.455 -0.194 -0.730 0.345 -1.195
H -2.504 -1.603 0.150 1.258 2.080 -0.781
H -1.116 -2.134 -0.151 0.140 3.367 -0.457
O 0.088 1.926 -2.617 -2.469 -1.177 2.419
H 0.520 1.598 -3.378 0.394 -0.756 -1.156
H -0.569 1.176 -2.278 2.665 1.718 -1.859
O 3.183 -0.211 -0.909 -0.907 -0.444 2.517
H 2.582 -0.237 -0.087 1.553 0.190 -2.083
H 2.643 0.235 -1.545 -0.530 0.490 -0.687
O -0.663 -0.651 -2.788 3.228 0.179 -1.201
H -1.539 -0.650 -2.528 -2.931 -0.712 1.032
H -0.542 -1.210 -3.557 -0.260 -0.011 -0.075
O -1.237 2.912 -0.550 5.936 5.868 -2.016
H -0.756 2.639 -1.395 -0.111 1.696 1.468
H -1.770 2.252 -0.537 -5.965 -6.243 0.837

---

4.
19
Properties=species:S:1:pos:R:3:forces:R:3 method="wB97M-V/def2-TZVPD" homo_lumo_gap_ev="6.763 / 9.888" spin_multiplicity=4 s_squared=3.762
O -3.104 -1.267 -1.925 -2.404 0.754 -2.840
O -3.886 -1.005 -2.864 2.353 -0.788 2.830
H -0.736 -0.501 -1.815 0.342 1.044 0.916
O -0.639 0.325 -1.275 -2.109 -0.300 -3.315
C 0.094 0.189 -0.198 1.238 -0.685 1.293
C 1.048 -0.927 -0.126 0.180 -0.278 0.721
C 2.495 -0.555 -0.457 0.130 -0.119 -0.110
C -0.101 1.229 0.823 0.244 -0.083 -0.083
C -1.287 0.927 1.745 0.000 0.202 0.068
H 0.997 -1.307 0.904 0.256 -0.185 -0.089
H 0.730 -1.755 -0.772 -0.063 0.058 0.015
H 3.154 -1.416 -0.318 0.049 0.059 0.047
H 2.583 -0.240 -1.500 -0.006 0.087 0.081
H 2.836 0.257 0.188 0.036 -0.052 -0.084
H 0.837 1.292 1.402 -0.384 0.288 -0.052
H -0.286 2.173 0.286 0.200 -0.022 0.365
H -1.383 1.741 2.469 -0.159 -0.184 0.137
H -2.216 0.866 1.167 0.165 -0.009 0.090
H -1.136 -0.026 2.265 -0.068 0.212 0.010

---

5.
83
Properties=species:S:1:pos:R:3:forces:R:3 method="wB97M-V/def2-TZVPD" charge=+3 homo_lumo_gap_ev=8.096 spin_multiplicity=1
Hf 0.125 -0.050 0.405 0.243 -0.375 1.320
C 2.902 -0.632 -4.119 0.009 0.014 0.058
C 2.792 -0.279 -2.675 0.140 0.060 -0.120
C 3.814 0.085 -1.789 0.105 -0.063 -0.165
C 3.214 0.385 -0.588 -0.077 0.049 0.069
N 1.877 0.177 -0.714 -0.291 -0.018 -0.331
N 1.627 -0.209 -2.022 0.010 -0.010 -0.008
B 0.169 -0.218 -2.575 -0.013 0.052 -0.104
N -0.629 -1.413 -1.945 -0.044 0.097 -0.004
N -1.136 -1.339 -0.653 0.190 -0.018 -0.257
C -2.011 -2.367 -0.490 0.050 0.073 0.024
C -2.034 -3.104 -1.653 -0.052 -0.128 -0.128
C -1.163 -2.481 -2.551 -0.029 -0.098 -0.132
C -0.868 -2.848 -3.966 -0.032 0.009 0.073
C -2.815 -2.532 0.772 -0.006 -0.019 -0.026
C -4.272 -2.825 0.384 -0.037 -0.025 0.008
C -2.762 -1.234 1.576 -0.127 0.005 -0.048
C -2.258 -3.695 1.604 0.015 -0.045 0.031
N -0.533 1.109 -2.135 -0.033 -0.021 0.084
N -0.699 1.425 -0.795 -0.077 0.230 -0.342
C -1.448 2.551 -0.717 0.137 -0.149 0.026
C -1.749 2.967 -1.992 -0.051 0.106 -0.217
C -1.169 2.038 -2.863 -0.024 0.063 -0.148
C -1.208 2.016 -4.352 -0.017 -0.006 0.047
C -1.855 3.091 0.618 -0.058 0.013 0.095
C -1.453 4.566 0.736 -0.036 0.068 0.018
C -1.163 2.305 1.738 0.129 0.024 -0.222
C -3.380 2.941 0.752 -0.033 0.056 0.034
C 3.795 0.934 0.686 0.004 -0.006 0.003
C 2.663 1.529 1.532 0.011 0.190 -0.132
C 4.800 2.041 0.337 0.018 0.013 0.019
C 4.497 -0.188 1.466 0.067 0.036 0.030
H 3.949 -0.752 -4.386 -0.007 -0.003 -0.002
H 2.481 0.158 -4.744 0.011 -0.008 0.027
H 2.378 -1.559 -4.348 0.013 0.020 0.030
H 4.864 0.152 -2.029 -0.091 -0.008 0.009
H 0.183 -0.322 -3.759 -0.005 0.021 0.138
H -2.638 -3.974 -1.862 0.056 0.073 0.013
H -1.296 -3.823 -4.188 0.000 0.000 0.000
H 0.204 -2.890 -4.156 -0.023 -0.002 0.033
H -1.305 -2.123 -4.655 -0.001 -0.010 0.036
H -4.688 -2.032 -0.242 0.015 -0.022 0.025
H -4.881 -2.908 1.285 0.007 -0.001 -0.031
H -4.356 -3.768 -0.158 0.011 0.050 0.040
H -1.735 -1.023 1.914 0.025 0.000 0.029
H -3.344 -1.317 2.494 0.014 -0.021 0.002
H -3.159 -0.392 1.006 0.020 0.011 -0.004
H -2.219 -4.615 1.019 -0.011 0.039 0.028
H -2.901 -3.874 2.468 0.036 0.020 -0.041
H -1.248 -3.483 1.969 -0.037 -0.018 -0.015
H -2.321 3.836 -2.280 0.041 -0.077 -0.002
H -1.722 2.901 -4.718 0.002 -0.003 -0.002
H -1.741 1.136 -4.716 0.011 0.026 0.024
H -0.202 2.001 -4.773 -0.011 0.005 0.023
H -0.373 4.700 0.645 -0.010 -0.008 -0.007
H -1.774 4.966 1.699 0.012 -0.005 -0.024
H -1.935 5.157 -0.043 0.013 -0.005 0.018
H -0.078 2.478 1.750 -0.009 -0.050 -0.005
H -1.421 1.222 1.694 -0.139 -0.035 0.044
H -1.549 2.627 2.706 0.064 -0.089 0.078
H -3.892 3.553 0.009 0.023 -0.032 0.024
H -3.703 3.274 1.740 -0.005 0.004 -0.035
H -3.700 1.906 0.611 0.022 0.018 0.014
H 2.008 2.172 0.928 0.055 0.008 -0.018
H 3.058 2.171 2.322 0.008 -0.110 0.068
H 2.093 0.744 2.041 0.025 0.030 -0.008
H 4.323 2.862 -0.204 0.016 -0.046 0.022
H 5.618 1.657 -0.273 -0.035 0.008 0.027
H 5.233 2.439 1.256 0.001 -0.001 -0.039
H 3.817 -1.017 1.684 0.030 0.044 -0.008
H 4.878 0.203 2.411 0.008 -0.014 -0.024
H 5.343 -0.585 0.903 -0.045 0.008 0.017
Br 1.479 -2.686 0.912 0.012 -0.045 0.004
C 1.136 -1.953 2.628 -0.090 0.105 -0.205
C 1.499 -2.621 3.765 0.060 -0.103 0.254
C 1.195 -2.012 4.978 0.035 -0.073 0.048
C 0.547 -0.782 4.990 -0.007 0.021 0.090
C 0.223 -0.188 3.793 0.027 0.002 -0.030
N 0.517 -0.765 2.607 -0.238 0.096 -0.206
H 1.998 -3.580 3.711 -0.019 0.038 0.018
H 1.462 -2.503 5.906 -0.007 0.019 -0.010
H 0.297 -0.286 5.918 0.015 -0.037 -0.014
H -0.276 0.771 3.760 0.009 -0.015 -0.012

---

6.
7
Properties=species:S:1:pos:R:3:forces:R:3 method="wB97M-V/def2-TZVPD" charge=+1 homo_lumo_gap_ev="8.892 / 8.606" spin_multiplicity=5 s_squared=6.010
O 0.829 -0.642 -0.803 -0.346 -0.534 -0.787
C -0.221 -0.466 -0.285 -0.347 0.546 1.157
C -1.166 -0.134 0.578 -0.690 -0.156 -0.627
H -1.473 -0.854 1.337 0.192 0.196 -0.073
F -2.001 0.874 0.317 0.449 -0.327 0.143
Fe 2.727 -0.203 -0.665 0.681 0.798 1.085
H 2.978 0.678 0.734 0.061 -0.523 -0.900

---

no.,calculated total energy (Ha),M (g mol⁻¹)
1,-3395.3173,694.61
2,-364.2196,105.14
3,-574.7105,160.21
4,-422.6286,119.14
5,-4160.9150,759.93
6,-1515.7692,116.88